Entry one
DFT (ωB97M-V/def2-TZVPD) results for a 2-piece molecular cluster, C5H15N2O overall.

```
23
C5H15N2O, DFT ωB97M-V/def2-TZVPD
C -1.68 -2.03 1.30
C -1.95 -0.19 -1.14
C 0.83 2.26 -1.27
C 2.31 0.76 0.06
C -0.59 -1.43 0.52
N -1.12 -0.31 -0.22
N 0.97 1.34 -0.07
O 0.44 -0.88 1.25
H -1.28 -3.08 1.56
H -1.76 -1.39 2.24
H -2.62 -2.27 0.66
H 2.34 -0.15 0.68
H -2.14 0.88 -1.35
H -2.73 -1.02 -1.52
H 1.59 2.95 -1.20
H 0.90 1.58 -2.05
H -0.23 2.55 -1.26
H 2.50 0.49 -0.97
H 2.99 1.48 0.39
H 0.68 1.53 0.89
H -0.29 -2.20 -0.29
H 0.18 0.58 -0.22
H 0.65 -1.47 2.00
```

Values from the calculation:
- LUMO: -2.9 eV
- HOMO-LUMO gap: 0.3979 hartree
- E_HOMO: -0.5062 Eh
- Total charge: +1

Entry two
DFT (ωB97M-V/def2-TZVPD) results for a 2-piece molecular cluster, C5H15N2O overall.

```
23
C5H15N2O, DFT ωB97M-V/def2-TZVPD
C 1.01 2.03 -0.67
C -1.56 -0.46 0.48
C 1.18 -3.10 2.03
C -1.50 2.40 -2.21
C -0.26 1.30 -0.49
N -0.35 0.29 0.37
N 1.43 -2.12 1.01
O -1.38 1.55 -1.12
H 1.71 1.81 0.16
H 1.49 1.98 -1.57
H 0.96 3.19 -0.56
H -2.25 -0.01 1.11
H -1.92 -0.55 -0.49
H -1.31 -1.44 0.91
H 0.70 -2.63 2.85
H 0.51 -4.00 1.61
H 2.16 -3.57 2.40
H -1.72 3.40 -1.79
H -2.40 2.12 -2.90
H -0.70 2.44 -2.93
H 0.57 -0.17 0.72
H 2.51 -2.03 1.02
H 1.12 -2.45 0.06
```

Values from the calculation:
- LUMO: -3.3 eV
- HOMO-LUMO gap: 0.3668 hartree
- E_HOMO: -0.4873 Eh
- Total charge: +1

Structures ranked by computed energy, the most stable listed first: entry two, entry one.

Entry one
DFT (ωB97M-V/def2-TZVPD) results for a 12-piece molecular cluster, H22NO14 overall.

```
37
H22NO14, DFT ωB97M-V/def2-TZVPD
N -2.53 -9.02 -10.25
O -1.33 -8.82 -9.91
O -2.67 -9.90 -11.15
O -3.48 -8.47 -9.76
O -3.82 -9.29 -4.08
H -3.26 -8.79 -4.67
H -3.21 -9.77 -3.52
O -3.26 -13.42 -15.48
H -2.89 -12.64 -15.88
H -4.10 -13.14 -15.13
O -7.35 -5.13 -8.82
H -8.22 -5.47 -8.65
H -6.82 -5.91 -9.01
O -1.40 -14.81 -11.60
H -1.36 -15.17 -12.49
H -1.79 -13.95 -11.71
O -0.24 -7.18 -5.45
H -0.04 -6.27 -5.26
H -0.39 -7.21 -6.39
O 0.93 -4.23 -11.12
H 0.75 -3.31 -10.92
H 1.16 -4.62 -10.27
O -6.00 -8.52 -14.03
H -5.26 -9.01 -13.67
H -6.77 -8.93 -13.62
O 1.53 -11.04 -5.93
H 1.71 -10.73 -6.81
H 1.11 -10.30 -5.49
O -6.12 -12.15 -6.66
H -6.51 -11.76 -7.45
H -5.63 -11.44 -6.25
O 1.92 -10.27 -13.25
H 1.48 -9.90 -12.48
H 2.17 -11.15 -12.98
O -3.63 -4.05 -13.35
H -3.66 -3.09 -13.28
H -2.90 -4.30 -12.78
```

Values from the calculation:
- LUMO: 2.2 eV
- HOMO-LUMO gap: 0.2544 hartree
- E_HOMO: -0.1727 Eh
- Total charge: -1

Entry two
DFT (ωB97M-V/def2-TZVPD) results for a 12-piece molecular cluster, H22NO14 overall.

```
37
H22NO14, DFT ωB97M-V/def2-TZVPD
N -0.13 -0.46 -0.57
O -1.03 0.36 -0.91
O -0.21 -0.87 0.62
O 0.86 -0.58 -1.24
O -0.65 0.55 3.58
H -0.84 0.90 2.72
H 0.24 0.26 3.41
O 2.27 2.38 -1.71
H 2.09 2.19 -0.86
H 2.28 1.44 -2.04
O -3.49 -0.75 -0.24
H -3.86 -0.30 0.71
H -2.89 -0.25 -0.50
O -1.44 1.73 1.26
H -1.35 1.39 0.31
H -0.80 2.47 1.08
O 2.89 -2.33 0.69
H 2.39 -3.13 0.99
H 2.42 -1.80 0.23
O 1.52 1.95 0.96
H 1.76 1.11 1.32
H 1.97 2.78 1.35
O -1.43 -0.91 -3.56
H -1.79 -1.82 -3.40
H -1.05 -0.51 -2.83
O 1.80 -0.03 2.74
H 1.25 -0.20 2.00
H 2.38 -0.62 3.00
O -1.17 -2.72 2.40
H -1.43 -2.11 3.19
H -0.74 -2.12 1.76
O 2.48 0.42 -3.21
H 1.99 -0.45 -2.77
H 3.46 0.23 -2.91
O -3.55 0.77 -2.39
H -3.49 -0.11 -2.63
H -2.68 1.12 -2.54
```

Values from the calculation:
- LUMO: 2.7 eV
- HOMO-LUMO gap: 0.3678 hartree
- E_HOMO: -0.2697 Eh
- Total charge: -1

Structures ranked by computed energy, the most stable listed first: entry one, entry two.

Entry one
DFT (ωB97M-V/def2-TZVPD) results for C3H3Br9 as an isolated structure.

```
15
C3H3Br9, DFT ωB97M-V/def2-TZVPD
C -1.16 4.69 3.49
Br -1.06 6.08 2.15
Br -2.82 3.61 3.20
Br -1.11 5.66 5.27
H -0.32 4.01 3.31
C 0.14 0.71 -2.79
Br 0.54 1.69 -1.08
Br 1.74 -0.32 -3.32
Br -0.75 1.95 -4.06
H -0.66 0.04 -2.48
C 1.11 -5.49 -0.85
Br 2.26 -7.07 -0.72
Br 1.41 -4.36 0.80
Br -0.70 -6.20 -1.13
H 1.38 -5.01 -1.79
```

Values from the calculation:
- LUMO: -0.7 eV
- HOMO-LUMO gap: 0.3541 hartree
- E_HOMO: -0.3796 Eh

Entry two
DFT (ωB97M-V/def2-TZVPD) results for C3H3Br9 as an isolated structure.

```
15
C3H3Br9, DFT ωB97M-V/def2-TZVPD
C -2.45 -0.21 -0.26
Br -3.31 -1.58 -1.29
Br -3.04 0.05 1.57
Br -2.39 1.42 -1.18
H -1.39 -0.55 -0.23
C 1.03 2.41 1.09
Br 1.03 0.63 1.56
Br -0.65 3.28 1.45
Br 1.55 2.72 -0.75
H 1.86 3.04 1.50
C 1.63 -2.27 -0.60
Br 2.91 -3.40 -1.38
Br 0.12 -3.10 0.19
Br 0.85 -0.84 -1.74
H 2.23 -1.59 0.07
```

Values from the calculation:
- LUMO: -0.2 eV
- HOMO-LUMO gap: 0.3619 hartree
- E_HOMO: -0.3685 Eh

Structures ranked by computed energy, the most stable listed first: entry two, entry one.

Entry one
DFT (ωB97M-V/def2-TZVPD) results for a single C4H12N2O4S molecule.

```
23
C4H12N2O4S, DFT ωB97M-V/def2-TZVPD
C -3.09 -0.15 -1.01
S -2.03 -0.88 0.19
O -2.39 -2.29 -0.01
O -1.98 -0.27 1.54
O -0.39 -0.95 -0.17
C 0.40 0.01 0.64
C 0.59 1.32 -0.19
N -0.71 2.01 -0.15
C 1.71 -0.57 0.91
O 2.42 -0.43 -0.43
N 3.35 -1.61 -0.20
H -2.99 -0.78 -1.92
H -4.09 -0.30 -0.66
H -2.66 0.82 -1.10
H 0.04 0.42 1.54
H 0.72 1.34 -1.23
H 1.35 2.02 0.43
H -0.42 3.16 -0.13
H -1.07 2.06 0.71
H 1.75 -1.59 1.29
H 2.19 0.19 1.77
H 4.13 -1.21 -0.80
H 3.17 -2.32 -0.98
```

Values from the calculation:
- LUMO: 0.6 eV
- HOMO-LUMO gap: 0.3901 hartree
- Structure (SMILES): CS(=O)(=O)O[C@H](CN)CON
- E_HOMO: -0.3676 Eh

Entry two
DFT (ωB97M-V/def2-TZVPD) results for a single C4H12N2O4S molecule.

```
23
C4H12N2O4S, DFT ωB97M-V/def2-TZVPD
C 3.44 0.08 -0.84
S 2.20 -0.56 0.38
O 1.95 0.26 1.54
O 2.16 -1.96 0.61
O 1.12 -0.13 -0.66
C -0.29 0.25 -0.33
C -0.38 1.63 0.52
N -1.73 2.45 0.24
C -0.83 -1.05 0.13
O -2.31 -0.90 -0.13
N -2.88 -2.10 0.26
H 3.26 1.31 -0.87
H 3.47 -0.46 -1.74
H 4.54 0.13 -0.40
H -0.76 0.55 -1.32
H 0.42 2.28 0.51
H -0.67 1.23 1.59
H -1.80 2.58 -0.77
H -2.45 1.93 0.65
H -0.53 -1.91 -0.57
H -0.77 -1.21 1.24
H -4.01 -1.98 0.75
H -3.16 -2.41 -0.77
```

Values from the calculation:
- LUMO: 0.5 eV
- HOMO-LUMO gap: 0.3737 hartree
- Structure (SMILES): CS(=O)(=O)O[C@H](CN)CON
- E_HOMO: -0.3537 Eh

Entry three
DFT (ωB97M-V/def2-TZVPD) results for a single C4H12N2O4S molecule.

```
23
C4H12N2O4S, DFT ωB97M-V/def2-TZVPD
C -1.30 -0.04 -2.95
S 0.21 -0.61 -2.25
O 1.32 -0.12 -3.06
O 0.23 -1.97 -1.73
O 0.13 0.33 -0.94
C 0.59 -0.40 0.30
C -0.66 -0.76 1.30
N -1.69 -1.40 0.53
C 1.44 0.49 1.33
O 0.73 1.52 1.73
N 1.74 2.50 2.15
H -1.23 0.97 -3.48
H -1.74 -1.01 -3.56
H -2.16 0.15 -2.14
H 0.93 -1.35 0.03
H -1.32 0.12 1.77
H -0.19 -1.39 2.12
H -2.59 -1.38 0.93
H -1.34 -2.41 0.31
H 2.35 0.76 0.89
H 1.76 -0.15 2.24
H 1.36 2.89 3.08
H 1.43 3.24 1.38
```

Values from the calculation:
- LUMO: 0.7 eV
- HOMO-LUMO gap: 0.3626 hartree
- Structure (SMILES): CS(=O)(=O)O[C@H](CN)CON
- E_HOMO: -0.3363 Eh

Structures ranked by computed energy, the most stable listed first: entry three, entry two, entry one.